[1]
{
  "formula": "C14H42F3N4O9",
  "method": "the ωB97M-V functional and the def2-TZVPD basis",
  "species": ["H", "H", "H", "C", "C", "H", "H", "O", "H", "O", "O", "H", "H", "N", "H", "H", "C", "H", "C", "H", "H", "H", "H", "F", "H", "C", "N", "C", "H", "C", "H", "H", "O", "H", "C", "H", "F", "H", "H", "H", "H", "F", "H", "O", "H", "H", "C", "H", "H", "O", "C", "C", "H", "O", "H", "C", "H", "N", "C", "H", "H", "N", "H", "H", "H", "H", "C", "O", "H", "H", "O", "H"],
  "xyz": [[-0.333, -0.813, -1.019], [-2.193, -5.871, 5.198], [0.960, -0.591, -3.381], [2.051, 4.517, -5.376], [-0.278, 2.965, -1.211], [-2.756, 0.544, -1.538], [3.867, -1.737, -0.012], [-3.850, -4.652, 5.141], [0.921, 5.573, 0.099], [-0.118, -0.255, 5.835], [4.564, -3.581, -3.073], [-3.472, -4.143, 4.404], [-2.126, -4.415, 6.239], [-2.190, -1.003, 0.858], [1.506, 6.158, -2.038], [5.064, -4.329, -3.441], [2.248, 5.965, -1.259], [4.831, -1.812, -1.509], [-0.009, 0.224, -1.485], [3.553, -0.084, -2.303], [-0.497, 1.205, 7.233], [3.271, -3.611, -4.673], [-2.893, -2.912, 2.209], [-0.756, -1.179, -5.073], [-0.833, 2.342, 1.323], [-0.923, 1.456, -0.883], [-2.332, 1.494, -1.462], [-2.766, -5.214, 5.858], [-2.572, -5.162, 2.502], [0.077, 0.168, -3.120], [0.622, 3.462, -4.599], [-0.827, -4.863, 2.292], [1.668, 6.189, 0.013], [0.361, 1.177, -3.641], [-1.828, -4.522, 2.021], [-2.691, -1.053, -0.055], [-2.053, 0.719, -4.427], [1.604, 5.473, -5.091], [-0.940, -0.466, 2.878], [0.159, 0.769, 1.010], [-2.942, 2.175, -0.959], [-2.052, -1.384, -3.080], [-3.157, -5.796, 6.696], [0.764, 3.179, -2.017], [2.599, 4.932, -1.324], [3.094, 6.644, -1.389], [-2.076, 0.403, 1.403], [-4.220, 0.404, 1.269], [2.654, -2.842, -3.188], [-1.996, -3.187, 2.464], [-1.259, -0.414, -3.871], [3.246, -3.671, -3.583], [1.082, 1.319, 6.396], [1.039, 3.533, -5.475], [-2.547, -0.162, 3.406], [0.022, 1.081, 6.280], [-0.420, 1.751, 5.538], [-1.729, 0.245, 2.898], [-0.874, 1.310, 0.758], [2.541, 4.622, -6.347], [2.788, 4.210, -4.630], [-3.449, 1.108, 1.404], [4.898, -0.356, -0.468], [0.283, -0.826, 6.513], [2.798, -4.618, -3.270], [-3.589, 1.466, 2.395], [4.259, -1.156, -0.850], [-0.895, 4.162, -0.550], [-1.944, -4.563, 0.935], [-1.283, -1.520, 0.856], [3.175, -0.593, -1.566], [1.098, 0.414, -1.086]],
  "fmax_ev_per_a": 7.5,
  "e_tot_ev": -47734.1994,
  "total_charge": -1,
  "homo_lumo_gap_ev": 6.781
}

[2]
{
  "formula": "C14H42LiNO17",
  "method": "the ωB97M-V functional and the def2-TZVPD basis",
  "species": ["C", "H", "O", "H", "H", "H", "O", "H", "C", "C", "H", "C", "O", "H", "H", "H", "C", "Li", "C", "H", "C", "H", "H", "H", "O", "H", "C", "N", "H", "H", "C", "H", "O", "C", "H", "O", "H", "H", "O", "O", "C", "H", "O", "O", "H", "H", "H", "H", "H", "H", "H", "O", "O", "C", "C", "H", "H", "H", "H", "H", "O", "H", "H", "H", "H", "O", "O", "H", "H", "O", "H", "H", "H", "C", "O"],
  "xyz": [[-3.767, -2.676, 3.701], [2.075, -0.291, -2.124], [-1.713, -1.102, 0.622], [-1.592, 2.650, -3.140], [-0.892, 5.041, -2.863], [4.142, 2.741, 0.524], [-4.480, -1.778, 2.856], [-4.392, -3.039, 4.517], [0.256, -2.633, 3.203], [0.498, -3.725, -1.054], [-2.974, -2.091, 4.176], [-0.734, 2.914, -2.522], [0.239, 1.881, -2.549], [-0.718, 3.420, 1.912], [1.908, -0.181, 4.056], [1.412, -1.821, -4.025], [3.997, 1.655, 0.449], [-1.843, -2.280, -1.161], [-1.142, 4.170, 1.247], [1.266, -4.416, -0.709], [-1.061, 5.545, 1.925], [-0.191, -3.681, 0.785], [0.414, -2.886, 4.253], [-4.870, -4.391, 2.135], [-0.524, -0.459, -1.054], [3.737, 1.293, 2.352], [-3.131, -3.794, 2.881], [-1.040, -0.194, 0.081], [1.539, 0.551, -5.521], [2.440, 0.273, 0.118], [-0.118, 4.268, -2.821], [0.983, -2.751, -1.184], [4.385, 1.061, 1.680], [1.244, -1.527, 2.815], [-2.376, -4.342, 3.446], [-0.909, 0.933, 0.579], [2.225, 1.742, -0.803], [-1.137, -3.218, -3.770], [-4.163, -4.791, 2.648], [1.045, -0.434, 3.727], [2.343, -0.207, -3.177], [-0.140, 1.126, -2.068], [1.397, -0.399, -5.442], [0.465, -3.825, 2.439], [-1.011, 3.056, -1.468], [-2.719, -3.477, 1.924], [-2.625, 4.417, 0.049], [-2.619, 5.823, 3.005], [0.827, -4.208, -3.066], [0.811, 1.644, 1.035], [-0.747, -2.245, 3.042], [1.728, 1.921, 1.178], [-2.483, 3.913, 0.856], [2.548, 1.366, 0.177], [1.253, -0.737, -4.085], [-0.434, 4.104, 0.408], [-5.249, -2.207, 2.473], [4.157, -0.378, -3.947], [1.011, -1.210, 1.797], [2.605, 0.842, -3.345], [0.448, 4.356, -4.146], [2.284, -1.822, 2.954], [4.645, 1.288, -0.342], [-1.471, 6.333, 1.291], [-0.618, -5.027, -2.381], [3.562, -0.933, -3.445], [-1.747, 5.454, 3.170], [1.306, 4.783, -4.103], [0.002, 5.766, 2.057], [-0.938, -3.054, -2.842], [0.257, -0.539, -3.678], [0.598, 4.516, -2.036], [1.135, -4.365, 2.861], [-0.047, -4.095, -2.419], [-0.572, -3.616, -0.112]],
  "fmax_ev_per_a": 1.9,
  "e_tot_ev": -51696.5357,
  "homo_lumo_gap_ev": 9.155
}